1.
# C3H8N2O2

A molecular structure, C3H8N2O2 (ωB97M-V/def2-TZVPD, the Open Molecules 2025 dataset).

The geometry in XYZ format:
```
15
Properties=species:S:1:pos:R:3:mulliken_charge:R:1
C 1.085 0.290 0.723 -0.20
C 0.982 1.598 0.212 -0.78
N -0.027 -0.946 -0.410 -0.19
O -0.240 -2.170 0.261 -0.42
H -0.360 -1.929 1.191 0.33
H 0.534 -1.170 -1.228 0.29
H 0.525 0.027 1.616 0.27
H 1.976 -0.306 0.567 0.29
H 0.106 1.372 -0.763 0.30
H 1.853 1.996 -0.298 0.32
H 0.437 2.314 0.819 0.32
N -2.402 -0.417 -0.409 -0.70
C -1.232 -0.164 -0.820 0.62
O -0.785 0.823 -1.522 -0.69
H -2.453 -1.317 0.061 0.25
```

Total charge: 0
Lowest unoccupied orbital energy in eV: 0.428
Relative energy (zero: lowest compared OMol25 entry of this formula, charge and spin) in eV: 5.236
Highest occupied orbital energy in eV: -8.80
Molecular weight in g mol⁻¹: 104.1
DFT total energy in Eh: -378.948581
Largest force on an atom in hartree/bohr: 0.009

***

2.
# C3H8N2O2

A gas-phase ion, C3H8N2O2 (charge +1) (ωB97M-V/def2-TZVPD, the Open Molecules 2025 dataset).

The geometry in XYZ format:
```
15
Properties=species:S:1:pos:R:3:mulliken_charge:R:1
C 0.216 0.016 0.810 -0.54
N -1.197 0.413 0.646 -0.23
C -2.160 -0.324 0.157 0.61
O -1.727 -1.617 0.005 -0.45
O -3.387 0.025 -0.056 -0.58
C 1.149 0.156 -0.500 -0.47
N 2.547 0.505 -0.291 -0.21
H 0.712 0.598 1.613 0.46
H 0.301 -1.045 1.080 0.30
H -1.421 1.373 0.373 0.29
H -2.480 -1.993 -0.370 0.33
H 0.602 0.775 -1.194 0.35
H 1.063 -0.805 -1.155 0.40
H 3.135 0.417 -1.178 0.38
H 2.647 1.505 0.061 0.37
```

Total charge: +1
Multiplicity: 2
Lowest unoccupied orbital energy (alpha / beta) in eV: -4.015 / -9.708
Relative energy (zero: lowest compared OMol25 entry of this formula, charge and spin) in eV: 2.159
Highest occupied orbital energy (alpha / beta) in eV: -14.10 / -14.02
Molecular weight in g mol⁻¹: 104.1
DFT total energy in Eh: -378.735375
Largest force on an atom in hartree/bohr: 0.128